This record from the Open Molecules 2025 dataset describes a 10-piece molecular cluster, C32H52Cl8O18 overall in a non-equilibrium geometry. The level of theory is the ωB97M-V functional and the def2-TZVPD basis.

```
110
Properties=species:S:1:pos:R:3:forces:R:3
C 9.426997 6.855073 -10.476713 -0.4086 0.3622 0.2479
C 10.032593 5.975148 -9.418421 -0.3277 -0.4333 0.1855
C 9.262745 4.641770 -9.181915 0.9876 0.6105 -0.1155
O 10.305079 3.661023 -9.117266 -0.0144 0.2215 0.1928
C 11.492929 4.208341 -9.482202 -1.1444 0.7471 -0.1379
O 12.502102 3.619968 -9.572439 1.0529 -0.6553 -0.0259
O 11.344236 5.530580 -9.764163 -0.0146 -0.1162 0.0134
H 9.953299 7.801923 -10.595658 0.3550 -0.2314 -0.1819
H 8.435741 7.170236 -10.128188 -0.0658 -0.2910 -0.0961
H 9.321405 6.325320 -11.421514 0.0744 0.1123 -0.0854
H 10.096329 6.521458 -8.473498 0.1164 -0.0046 -0.0174
H 8.623005 4.375099 -10.022339 -0.2823 0.1060 0.2008
H 8.769501 4.715836 -8.216584 -0.3706 -0.4048 -0.1583
C 5.233668 7.531053 -9.317617 0.1163 -0.7755 1.5182
C 3.802000 7.307736 -9.766604 0.9291 0.7147 -0.6208
C 2.727279 8.268970 -9.243171 -0.7263 -0.1839 -0.2283
O 2.226290 8.901024 -10.435867 0.0444 0.2618 0.4797
C 2.855319 8.439408 -11.519703 -0.2851 -0.5033 0.6939
O 2.548922 8.748647 -12.621520 0.1703 0.4239 -1.1262
O 3.796299 7.546076 -11.199320 -0.2428 -0.2200 0.1070
H 5.785643 8.324853 -9.811036 -0.3586 0.2167 -0.1668
H 5.819979 6.609633 -9.380930 -0.0789 0.0459 -0.4268
H 5.228150 7.710517 -8.233246 -0.0111 0.2927 -0.1546
H 3.496871 6.280168 -9.603786 0.0268 -0.1345 -0.0162
H 3.001753 9.028358 -8.514402 0.4442 0.0069 -0.1765
H 1.887691 7.705437 -8.831673 0.0765 0.0003 0.1083
C -0.376075 8.097500 -13.165213 0.2738 0.1632 -0.2158
C -0.426641 9.579929 -13.482093 -0.4675 -0.8507 -1.0035
C -0.660372 9.859199 -14.984225 -0.3786 -0.6870 -0.0189
O -1.902274 10.567864 -15.032043 0.4038 0.4924 -0.1071
C -2.368857 10.775157 -13.784069 0.5636 -0.7436 -0.5496
O -3.308577 11.434503 -13.522267 -0.7759 0.5481 0.3620
O -1.646639 10.061471 -12.901429 0.4933 0.7453 0.7571
H -0.410999 7.960645 -12.084503 0.1021 -0.1312 -0.0082
H 0.535165 7.664336 -13.575725 0.0602 -0.0271 0.1604
H -1.228037 7.598893 -13.630426 -0.0999 0.0458 0.1156
H 0.473221 10.101329 -13.162221 -0.2758 0.1592 0.5772
H -0.822763 8.928566 -15.531732 0.1850 0.0180 -0.0372
H 0.137203 10.419900 -15.464418 -0.0993 0.2276 0.0558
C 0.113597 11.310784 -4.269496 0.7501 1.0248 -1.1916
C 0.868735 10.012630 -4.256958 -1.1667 -1.0356 0.6348
C 0.727584 9.108476 -5.493558 -0.2165 0.5255 0.3749
O 2.016676 9.193527 -6.115465 -0.2974 -0.0178 -0.2637
C 2.861440 9.897215 -5.330699 -0.6044 0.0513 0.6071
O 3.966150 10.200336 -5.629469 0.6428 -0.2135 -0.2093
O 2.276984 10.198739 -4.147241 0.0507 0.1704 -0.3569
H 0.466112 11.973695 -3.481278 -0.1858 -0.1740 0.2508
H -0.966762 11.201359 -4.241182 -0.0236 -0.2736 0.2318
H 0.345627 11.845077 -5.204200 -0.1034 -0.0304 0.0932
H 0.480922 9.431173 -3.414631 0.6287 0.0539 0.2307
H -0.071871 9.458462 -6.147783 0.3136 0.0891 -0.2865
H 0.490000 8.095047 -5.193192 0.3120 -0.3294 -0.1327
C 3.922603 4.226766 -6.588065 0.8872 0.3708 0.5217
C 3.491030 4.043952 -5.166657 -0.0949 -0.3433 0.5631
C 3.865027 5.176404 -4.182972 0.2116 -1.0221 -0.1328
O 2.617851 5.552563 -3.606998 0.2585 0.2930 0.0138
C 1.613901 4.791375 -4.096864 0.4453 0.2573 -0.7354
O 0.480149 4.900657 -3.790720 -0.7525 0.0906 0.4517
O 2.057828 3.957209 -5.055967 0.4400 -0.0260 0.1182
H 3.469740 3.497853 -7.250231 -0.1760 0.1625 -0.1715
H 5.006278 4.064738 -6.568161 -0.0490 -0.0371 -0.2909
H 3.795372 5.274199 -6.862825 -0.3632 -0.1014 -0.4674
H 3.921125 3.120112 -4.771356 -0.2944 -0.1507 -0.1323
H 4.419542 5.981503 -4.661844 -0.4628 0.3812 0.0389
H 4.506886 4.760395 -3.407305 -0.0275 0.2357 0.1575
C -2.070107 13.030776 -9.894673 -0.3051 -0.0685 0.1630
C -0.961456 12.110218 -9.464062 0.9716 -0.1404 0.3907
C 0.066814 11.732368 -10.560355 -0.9132 0.0449 0.2712
O 1.263527 12.409581 -10.196790 -0.1879 0.0238 0.0938
C 1.118460 12.990170 -8.977799 -0.4136 -0.6065 -0.1489
O 1.971011 13.576517 -8.408428 0.4616 0.3726 0.2232
O -0.113172 12.760500 -8.471478 -0.1717 0.0908 -0.4451
H -2.805131 13.155190 -9.098850 0.1002 0.0743 0.0636
H -2.610199 12.627817 -10.753942 0.1534 -0.0318 -0.0701
H -1.661073 14.011091 -10.141367 -0.0026 -0.0278 -0.1139
H -1.283103 11.204072 -8.951266 -0.4673 0.0665 -0.2275
H -0.284052 12.062468 -11.536563 0.2230 0.0655 -0.0642
H 0.184661 10.649887 -10.561198 0.4843 0.0412 -0.1537
Cl 6.028396 12.806665 -12.293058 -0.2280 -0.0609 -0.1170
C 6.550796 11.540530 -11.169797 0.6013 0.0873 0.5432
C 6.358542 11.928679 -9.717740 -0.1052 -0.1659 -0.0695
Cl 4.651567 12.033941 -9.218744 0.0861 -0.1043 -0.1149
H 7.628295 11.433139 -11.310627 -0.0724 -0.0783 -0.1520
H 6.082601 10.585793 -11.394350 -0.2264 0.1240 -0.1932
H 6.809247 12.891095 -9.498928 0.0441 0.0632 -0.0656
H 6.846924 11.167090 -9.108593 -0.0847 0.0203 0.0806
Cl 5.870093 9.222753 -17.543658 -0.0946 -0.1702 0.1696
C 4.887173 9.421260 -16.061036 -0.3381 0.6372 -0.5314
C 5.564194 10.287817 -15.037035 -0.5718 -0.0977 0.5704
Cl 7.057826 9.570319 -14.395221 0.1098 0.0090 0.0330
H 4.559214 8.463072 -15.677494 0.4240 -0.2523 0.0701
H 3.976329 9.938634 -16.373839 0.1043 0.0361 -0.0152
H 4.864493 10.377392 -14.205674 0.0744 -0.0560 0.1570
H 5.759926 11.303604 -15.363886 0.2587 -0.1086 -0.3242
Cl 1.155147 4.876316 -10.261484 0.3123 -0.0268 0.0236
C 0.162685 4.392203 -11.639793 -1.0166 0.0507 -0.5491
C -0.837609 3.316905 -11.283593 0.2508 -0.4230 -0.1451
Cl -2.055161 3.865202 -10.117783 -0.0074 -0.0017 0.0601
H 0.740028 4.034894 -12.491953 0.4709 0.0484 0.3150
H -0.383429 5.272762 -11.976048 0.1123 0.0913 0.0840
H -0.335200 2.431668 -10.894681 -0.0452 0.1189 0.2458
H -1.358327 2.992688 -12.184137 -0.0654 0.2055 -0.0312
Cl 6.301482 7.763622 -2.927884 0.4211 -0.2983 -0.2180
C 7.160057 8.503104 -4.324221 -0.0752 0.6684 0.4631
C 6.616069 8.029425 -5.639378 -0.4562 0.4596 -0.2251
Cl 7.172669 6.401338 -6.105856 0.0844 -0.1549 0.0571
H 8.243817 8.419788 -4.256664 -0.0952 -0.5644 0.2268
H 6.960035 9.560751 -4.159009 -0.1933 0.0599 -0.5167
H 6.883506 8.713907 -6.444088 0.2451 -0.0399 0.0787
H 5.529311 8.013893 -5.620268 -0.0264 -0.0617 0.0898
```
Positions in Å, forces in eV/Å.

gap between HOMO and LUMO	0.3939	hartree


This record from the Open Molecules 2025 dataset describes a 6-piece molecular cluster, C32H52F3NO18P overall in a non-equilibrium geometry. The level of theory is the ωB97M-V functional and the def2-TZVPD basis.

```
107
Properties=species:S:1:pos:R:3:forces:R:3
C -4.288535 -1.241087 -0.159732 -0.0419 0.0577 -0.1157
C -5.565156 -0.606021 0.398924 -0.0364 -0.0469 -0.0423
C -6.129071 0.475485 -0.538131 0.0978 0.0582 -0.0483
C -6.954917 -0.097260 -1.697319 0.0586 0.0101 -0.1205
C -8.303365 -0.722088 -1.229456 0.0686 0.3635 0.2213
P -8.562896 -2.305206 -2.015714 -0.0509 -0.0963 -0.3356
C -7.276102 -3.443182 -1.477983 0.1962 -0.0209 0.0190
C -7.323318 -4.852776 -2.096832 0.0209 0.0842 0.0459
O -8.181099 -5.734487 -1.437141 -0.3132 0.2980 0.0568
C -5.882058 -5.447572 -2.207122 0.1389 0.4580 -0.0221
F -5.839776 -6.698937 -1.813767 -0.0681 -0.4496 0.0573
F -5.465434 -5.373033 -3.475961 -0.0157 0.0343 -0.1369
F -4.984795 -4.760989 -1.466959 -0.1218 0.0515 0.1151
N -10.083445 -3.026004 -1.879537 0.0353 0.5385 0.6536
C -11.067927 -2.180452 -2.480693 -0.0972 -0.8340 0.1210
C -12.512557 -2.537396 -2.326482 -0.1180 -0.0359 -0.1221
O -10.638219 -1.235901 -3.083016 0.0413 0.7019 -0.4448
C -10.480281 -3.827355 -0.691516 0.7292 1.2724 0.0844
C -10.266273 -3.188815 0.654269 0.0556 -0.0719 0.2923
O -10.960240 -4.877067 -0.860834 -0.9004 -1.5382 -0.2097
H -3.904925 -2.043803 0.479528 -0.0850 0.1494 -0.0942
H -3.501152 -0.487993 -0.281160 -0.1279 -0.1741 0.0694
H -4.454902 -1.672293 -1.157435 0.0816 0.0366 0.1917
H -6.323820 -1.391368 0.557896 0.0980 0.1431 0.0652
H -5.379405 -0.175724 1.390524 0.0326 -0.0667 -0.2065
H -5.287483 1.020206 -0.987692 -0.1637 -0.0299 0.1642
H -6.720520 1.216929 0.015034 0.0154 -0.1829 -0.1090
H -7.181859 0.680629 -2.434637 0.0466 -0.1330 0.1591
H -6.324997 -0.826210 -2.230240 -0.1583 0.0924 0.0860
H -8.314671 -0.858676 -0.139184 0.0517 -0.0715 -0.2253
H -9.139061 -0.065985 -1.492060 0.0935 -0.1924 0.0486
H -8.366558 -2.137602 -3.382057 0.0391 -0.0742 -0.0192
H -6.360827 -2.938463 -1.818609 -0.1063 -0.0553 0.1471
H -7.203457 -3.465684 -0.380665 -0.0386 -0.0713 -0.2170
H -7.685831 -4.776206 -3.130378 0.0784 -0.1561 0.1383
H -8.216957 -5.568388 -0.486343 0.2807 -0.1693 -0.1236
H -12.672250 -3.606902 -2.181501 0.0554 0.1616 -0.0349
H -13.031960 -2.197630 -3.228038 0.0824 -0.0214 0.2475
H -12.924158 -1.994206 -1.465358 0.0756 -0.0757 -0.1500
H -9.443511 -3.702634 1.172825 -0.1556 0.1433 -0.1049
H -11.168227 -3.372438 1.249848 0.2134 0.0626 -0.0909
H -10.060450 -2.117782 0.613366 -0.0533 -0.1544 -0.0152
C 0.525716 0.820853 1.685301 -0.0031 0.0385 -0.1026
C -0.223630 -0.456119 1.414814 0.0369 -0.0100 0.0480
C 0.628135 -1.708544 1.342075 0.0957 0.0392 -0.0005
O -0.095053 -2.522505 0.407734 -0.0076 -0.0147 -0.0530
C -0.816457 -1.707603 -0.389877 -0.0088 -0.0001 -0.0915
O -1.385609 -2.049856 -1.379103 -0.0004 0.0346 0.1365
O -0.808686 -0.444046 0.093387 -0.0827 -0.0181 0.0081
H 1.267182 1.001796 0.906855 0.0322 -0.0274 0.0334
H -0.153475 1.671470 1.723052 -0.0068 -0.0109 0.0110
H 1.042468 0.745307 2.642854 0.0044 0.0022 0.0000
H -1.043769 -0.594091 2.126041 0.0044 0.0149 0.0107
H 0.729878 -2.236743 2.285769 -0.0538 -0.0417 -0.0196
H 1.618051 -1.496190 0.934909 0.0055 0.0062 0.0457
C 6.835438 -2.814646 -0.252934 0.1508 -0.0242 0.0963
C 5.560914 -2.862030 0.541116 -0.0588 0.0710 -0.0513
C 4.663696 -1.649442 0.363780 0.0594 0.1156 0.0118
O 4.053409 -1.513246 1.654040 -0.1096 -0.0801 -0.0360
C 4.874538 -2.086407 2.566810 0.1041 0.0973 0.1267
O 4.754809 -1.943219 3.745395 -0.0504 -0.0812 -0.1230
O 5.839629 -2.791872 1.959770 -0.0655 -0.0722 0.0425
H 7.434163 -1.956340 0.049395 -0.0018 0.0181 -0.0460
H 7.440461 -3.705701 -0.094608 -0.0538 -0.0308 -0.0083
H 6.611739 -2.735977 -1.318001 -0.0126 -0.0085 -0.0017
H 4.999077 -3.783942 0.369187 0.0344 -0.0120 0.0045
H 3.895395 -1.767578 -0.396319 -0.0374 -0.0416 0.0454
H 5.244493 -0.744718 0.167089 0.0030 -0.0004 -0.0600
C 7.180006 3.177399 -1.203610 -0.0751 -0.3467 -0.0025
C 8.296168 2.237145 -1.562865 0.0235 0.0608 -0.0666
C 7.999161 1.242872 -2.670171 -0.0436 0.0229 0.0086
O 8.798638 0.110982 -2.301379 -0.0163 -0.0522 0.0478
C 9.013640 0.162735 -0.966113 0.0068 0.0335 0.0450
O 9.493980 -0.716155 -0.321338 -0.0636 0.0578 -0.0825
O 8.587002 1.340623 -0.466135 0.0647 -0.0444 0.0624
H 6.298630 2.626792 -0.871614 0.0789 -0.0029 -0.0840
H 7.483667 3.851039 -0.405338 0.0104 -0.2067 -0.0658
H 6.915149 3.787527 -2.067801 0.0530 -0.0449 0.0604
H 9.218028 2.782994 -1.780260 -0.0004 0.0087 -0.0210
H 8.285971 1.579254 -3.662247 0.0556 -0.0079 0.0161
H 6.947573 0.943392 -2.666989 -0.0120 0.0274 -0.0196
C 5.831866 2.864070 5.022892 0.0762 0.0220 -0.0554
C 4.743107 2.686162 4.000227 0.0014 -0.0582 0.0444
C 4.481396 1.257950 3.557583 0.0078 0.0483 0.0286
O 4.041241 1.439945 2.200333 0.0350 -0.0156 -0.0266
C 4.570873 2.590246 1.739151 0.0428 -0.0659 -0.0220
O 4.561213 2.920454 0.592074 -0.1253 0.0313 0.1492
O 5.117133 3.300986 2.744336 -0.0696 0.0687 -0.0664
H 6.779419 2.488293 4.636102 -0.0165 -0.0371 0.0143
H 5.955062 3.914329 5.282383 -0.0161 -0.0040 0.0033
H 5.578631 2.312127 5.928694 0.0013 0.0058 0.0052
H 3.814066 3.163797 4.324147 0.0027 0.0038 0.0039
H 3.710874 0.740607 4.120755 -0.0210 0.0028 -0.0330
H 5.390664 0.655210 3.558224 0.0020 0.0000 0.0157
C 5.570436 6.280165 0.578883 -0.0509 -0.0118 -0.1242
C 7.036025 6.350994 0.250688 0.0241 0.0819 0.0455
C 7.686975 7.720865 0.317860 -0.0420 0.0087 -0.0191
O 8.711254 7.627641 -0.678086 0.0157 0.0034 -0.0542
C 8.344162 6.685341 -1.577967 0.0166 0.0623 -0.0518
O 8.892591 6.477465 -2.612237 -0.0480 -0.0189 0.1190
O 7.259620 6.011231 -1.131898 0.0303 0.3846 -0.0396
H 4.997361 6.911581 -0.101811 0.0338 0.0472 0.0305
H 5.217805 5.254815 0.481621 -0.0435 0.0005 0.0425
H 5.399591 6.613622 1.603537 0.0115 -0.0179 0.0059
H 7.602191 5.632970 0.852640 0.0060 0.0220 0.0497
H 8.139406 7.954622 1.277540 0.0423 -0.0288 -0.0147
H 6.989311 8.511680 0.031005 -0.0111 0.0003 0.0287
```
Positions in Å, forces in eV/Å.

gap between HOMO and LUMO	0.3298	hartree
total charge	+1


> What is the formula in the second record?

C32H52F3NO18P